Below is a 27-piece molecular cluster, C16H82N3O32S2 overall, with properties calculated with ωB97M-V/def2-TZVPD.

XYZ file:
```
135
Properties=species:S:1:pos:R:3:mulliken_charge:R:1
C -4.058 1.437 0.652 -0.832
C -2.531 1.576 0.020 0.349
C -2.491 1.245 -1.613 -0.497
N -1.653 0.037 -1.966 0.893
N -0.355 0.307 -1.521 0.169
C -2.123 -1.166 -1.122 -0.852
C -1.562 -2.599 -1.755 0.275
S -1.748 -3.872 -0.342 -0.163
C -0.076 -4.026 0.538 -0.442
C 0.640 -2.538 0.714 0.180
O 1.492 -2.172 -0.247 -0.398
O 0.273 -1.762 1.908 0.020
C 0.970 -0.467 1.973 -0.125
C 2.478 -0.520 2.615 0.554
C 2.648 -1.618 3.849 -0.943
O 3.508 -0.817 1.607 -0.016
C 3.687 0.283 0.646 0.397
O 3.262 1.544 0.790 -0.583
C 4.547 -0.025 -0.755 -0.295
S 3.646 0.743 -2.238 -0.049
N -2.340 -2.974 -2.996 -0.180
C -2.802 -1.685 -3.639 -0.833
C -1.741 -0.413 -3.406 0.483
C -2.186 0.742 -4.479 0.222
C -1.082 1.945 -4.695 0.309
O -1.458 2.984 -5.486 -0.797
O 0.276 1.992 -4.132 -0.366
H -4.310 2.454 1.221 0.178
H -4.889 1.268 -0.155 0.231
H -4.012 0.612 1.489 0.251
H -2.239 2.723 0.170 0.477
H -1.746 0.966 0.637 -0.465
H -2.086 2.251 -2.111 0.117
H -3.596 1.020 -1.933 0.190
H 0.347 -0.344 -1.936 -0.209
H -0.099 1.311 -1.641 0.008
H -1.637 -1.106 -0.033 0.213
H -3.288 -1.164 -0.941 0.192
H -0.405 -2.521 -2.013 0.143
H 0.646 -4.674 -0.156 0.348
H -0.211 -4.593 1.561 0.378
H 0.916 0.090 0.920 -0.020
H 0.321 0.218 2.703 0.148
H 2.663 0.543 3.125 0.109
H 3.577 -2.292 3.619 0.090
H 1.699 -2.276 4.032 0.143
H 2.853 -1.051 4.880 0.294
H 5.596 0.498 -0.640 0.375
H 4.657 -1.170 -0.971 0.049
H 2.588 -0.130 -2.646 0.023
H -1.804 -3.588 -3.648 0.468
H -2.778 -1.878 -4.817 0.371
H -3.916 -1.392 -3.393 -0.012
H -0.692 -0.836 -3.788 0.013
H -2.274 0.195 -5.536 0.535
H -3.277 1.187 -4.288 -0.420
H 0.235 2.750 -3.452 0.343
O -2.149 3.080 2.428 -0.524
H -1.446 2.809 3.038 0.251
H -2.625 3.771 2.913 0.270
O -1.047 0.434 -7.414 -0.634
H -1.362 1.291 -7.088 0.354
H -0.139 0.613 -7.701 0.354
O 3.356 3.341 3.025 -0.611
H 3.382 2.791 2.228 0.383
H 3.630 4.217 2.714 0.318
O -3.952 4.292 -0.522 -0.382
H -3.561 5.179 -0.540 0.217
H -4.842 4.421 -0.882 0.214
O 5.900 1.624 4.042 -0.637
H 5.000 1.939 3.866 0.366
H 6.374 1.798 3.215 0.284
O -5.846 -0.171 -1.265 -0.562
H -6.137 -1.087 -1.139 0.259
H -6.552 0.228 -1.795 0.242
O -4.119 -4.004 2.480 -0.598
H -5.018 -3.689 2.304 0.279
H -3.644 -3.830 1.653 0.276
O -1.345 -2.845 4.668 -0.643
H -2.244 -2.530 4.492 0.298
H -0.871 -2.672 3.841 0.318
O -2.389 -6.605 3.892 -0.695
H -1.998 -5.718 3.874 0.338
H -3.279 -6.476 3.532 0.320
O -3.883 7.365 0.245 -0.635
H -3.181 7.093 0.855 0.308
H -4.360 8.055 0.730 0.319
O -3.746 -7.219 6.609 -0.636
H -4.645 -6.904 6.434 0.296
H -3.271 -7.045 5.782 0.393
O 6.199 -2.030 3.032 -0.648
H 5.908 -2.946 3.158 0.378
H 5.493 -1.631 2.502 0.238
O 4.777 -3.388 -1.493 -0.705
H 3.977 -3.142 -1.005 0.322
H 4.461 -3.549 -2.395 0.292
O 5.002 4.007 -0.445 -0.599
H 5.881 3.932 -0.043 0.306
H 4.482 3.320 0.000 0.280
O -0.201 4.212 -7.803 -0.651
H -0.302 3.564 -7.090 0.317
H -1.014 4.117 -8.322 0.327
O -5.769 0.292 -4.122 -0.573
H -5.743 -0.259 -4.919 0.301
H -5.495 1.168 -4.433 0.300
O -2.309 5.150 -3.824 -0.560
H -2.283 4.600 -4.621 0.318
H -2.035 6.026 -4.135 0.297
O 5.321 3.584 -3.457 -0.623
H 6.200 3.509 -3.056 0.297
H 4.802 2.897 -3.013 0.225
O -1.305 -6.362 8.706 -0.649
H -1.405 -7.010 9.419 0.314
H -2.118 -6.457 8.187 0.332
O -5.510 9.918 -0.104 -0.621
H -6.409 10.233 -0.279 0.312
H -5.036 10.092 -0.931 0.319
O 5.526 3.263 6.911 -0.646
H 5.552 2.712 6.114 0.324
H 5.800 4.138 6.600 0.306
O 0.987 -2.415 6.895 -0.620
H 0.887 -3.063 7.608 0.314
H 0.174 -2.510 6.376 0.317
O -1.759 -4.312 -5.582 -0.679
H -1.952 -3.772 -6.363 0.312
H -2.609 -4.726 -5.368 0.347
O 7.369 -4.580 -0.653 -0.612
H 6.469 -4.265 -0.829 0.356
H 7.843 -4.406 -1.480 0.291
O 7.542 -4.763 3.753 -0.663
H 7.973 -4.846 2.889 0.327
H 8.072 -4.096 4.216 0.325
O 1.303 3.987 -2.112 -0.524
H 0.988 4.843 -1.787 0.252
H 2.211 4.165 -2.400 0.285
```

**E**: -4026.54845 hartree
**Kohn-Sham gap**: 8.902 eV
**Charge**: +1
**Largest force on an atom**: 0.1639 hartree/bohr